# 1
15
Properties=species:S:1:pos:R:3 method="wB97M-V/def2-TZVPD" energy_ha=-399.81040 max_force_ha_per_bohr=0.151 relative_energy_kcal_mol=97.4 e_homo_ev=-8.938 homo_lumo_gap_ev=9.8193
C 0.781 -0.189 -0.440
C -0.312 -1.232 0.185
C -1.576 0.256 -0.410
C -1.085 0.667 0.884
C -0.221 0.869 -0.196
H 2.618 0.620 -0.383
H 2.572 -0.953 0.521
H 0.737 -0.279 -1.627
H -0.028 -2.320 0.282
H -2.213 0.971 -0.807
H -1.198 1.524 1.543
H -0.007 1.891 -0.577
N 1.958 -0.117 0.176
O -1.475 -1.101 -0.616
O -0.551 -0.608 1.464

# 2
10
Properties=species:S:1:pos:R:3 method="wB97M-V/def2-TZVPD" energy_ha=-2956.98865 max_force_ha_per_bohr=0.062 relative_energy_kcal_mol=13.8 e_homo_ev=-10.096 smiles="C=C(F)Br.O=NO" homo_lumo_gap_ev=10.0014
C 0.885 -0.881 -1.167
C 1.816 -0.041 -0.843
F 3.039 -0.037 -1.349
Br 1.602 1.022 0.759
H -0.097 -0.856 -0.760
H 1.040 -1.419 -2.112
O -2.869 0.074 0.194
N -2.007 0.035 1.013
O -2.098 1.113 1.905
H -1.311 0.990 2.360

# 3
83
Properties=species:S:1:pos:R:3 method="wB97M-V/def2-TZVPD" energy_ha=-40182.67132 max_force_ha_per_bohr=0.121 e_homo_ev=-9.543 homo_lumo_gap_ev=9.7855
Br 2.623 2.914 -2.229
C 0.837 2.120 -2.122
C 0.007 2.682 -0.974
C 0.697 2.539 0.423
Si -0.157 1.132 1.321
O 0.371 0.956 2.926
Si 1.471 -0.308 3.024
C 0.633 -1.979 2.895
C -0.728 -2.212 3.128
C -1.239 -3.491 3.015
N -0.583 -4.619 2.731
C 0.711 -4.359 2.509
C 1.349 -3.134 2.549
H 0.355 2.315 -3.081
H 0.927 1.038 -2.013
H -0.143 3.755 -1.128
H -0.983 2.209 -0.963
H 1.757 2.284 0.337
H 0.586 3.484 0.961
H -1.614 1.266 1.236
H 0.212 -0.119 0.612
H 2.200 -0.228 4.299
H 2.454 -0.184 1.927
H -1.388 -1.386 3.373
H -2.313 -3.608 3.178
H 1.331 -5.228 2.263
H 2.408 -3.073 2.315
Br -3.210 5.394 3.792
C -4.079 3.776 4.437
C -3.462 2.543 3.835
Br -4.034 2.284 1.994
H -5.136 3.876 4.214
H -3.935 3.786 5.515
H -3.795 1.654 4.366
H -2.375 2.571 3.827
Br 1.473 -8.518 0.376
C 3.407 -8.305 0.452
C 3.872 -8.010 1.851
Br 3.498 -6.166 2.342
H 3.667 -7.524 -0.255
H 3.815 -9.253 0.108
H 4.953 -8.114 1.924
H 3.399 -8.638 2.600
Br -6.821 7.164 5.212
C -5.822 8.281 3.970
C -5.972 9.742 4.296
Br -7.704 10.429 3.733
H -6.167 8.030 2.973
H -4.786 7.969 4.081
H -5.239 10.330 3.747
H -5.880 9.950 5.358
Br 7.107 -6.648 0.325
C 7.573 -5.431 1.772
C 8.127 -6.173 2.960
Br 6.711 -7.053 3.959
H 6.678 -4.863 2.007
H 8.325 -4.766 1.353
H 8.587 -5.480 3.662
H 8.847 -6.938 2.686
Br -4.402 -10.527 -2.102
C -2.469 -10.313 -2.014
C -2.008 -10.015 -0.612
Br -2.372 -8.170 -0.115
H -2.205 -9.533 -2.720
H -2.062 -11.263 -2.354
H -0.927 -10.124 -0.538
H -2.485 -10.643 0.134
Br -1.229 4.966 -4.242
C 0.405 4.848 -5.288
C 0.106 4.233 -6.661
Br -0.146 2.289 -6.483
H 1.116 4.250 -4.721
H 0.765 5.856 -5.336
H 0.945 4.335 -7.329
H -0.802 4.646 -7.142
Br 0.313 6.407 -7.438
C 0.061 8.054 -8.475
C -1.400 8.385 -8.612
Br -2.267 7.241 -9.927
H 0.560 7.909 -9.428
H 0.577 8.834 -7.916
H -1.529 9.399 -8.986
H -1.950 8.271 -7.683

# 4
20
Properties=species:S:1:pos:R:3 method="wB97M-V/def2-TZVPD" energy_ha=-328.24427 max_force_ha_per_bohr=0.070 relative_energy_kcal_mol=46.8 e_homo_ev=-8.969 smiles=CCC[C@@H](N)CO homo_lumo_gap_ev=9.9048
C -2.287 -0.913 -0.247
C -1.844 0.477 -0.071
C -0.525 0.624 0.676
C 0.601 -0.045 -0.043
N 0.673 0.178 -1.540
C 1.995 0.289 0.551
O 2.873 -0.898 0.401
H -3.273 -1.279 -0.031
H -2.190 -1.456 -1.184
H -1.667 -1.611 0.221
H -1.863 1.064 -0.957
H -2.449 1.162 0.582
H -0.086 1.650 0.793
H -0.509 0.213 1.692
H 0.525 -1.127 0.113
H 1.510 -0.277 -1.986
H 0.701 1.206 -1.762
H 2.453 1.163 0.103
H 1.802 0.415 1.608
H 3.562 -0.835 1.080

# 5
111
Properties=species:S:1:pos:R:3 method="wB97M-V/def2-TZVPD" energy_ha=-5198.06623 max_force_ha_per_bohr=0.048 relative_energy_kcal_mol=17.4 e_homo_ev="-4.561 / -4.765" multiplicity=2 homo_lumo_gap_ev="6.8630 / 6.3529" total_charge=-1
Lu -0.823 0.671 -1.283
O 1.259 -0.032 -0.866
C 2.119 -0.740 -1.514
C 3.473 -0.328 -1.583
C 4.446 -1.087 -2.194
C 4.125 -2.312 -2.783
C 2.808 -2.732 -2.758
C 1.796 -1.971 -2.168
C 0.429 -2.440 -2.264
N -0.569 -1.712 -1.953
N -1.827 -2.222 -2.188
C -2.708 -1.596 -1.435
O -2.427 -0.775 -0.505
C -4.140 -1.840 -1.784
C -5.063 -0.852 -1.437
C -6.383 -0.955 -1.848
C -6.798 -2.057 -2.585
C -5.889 -3.059 -2.899
C -4.563 -2.949 -2.510
H 3.723 0.622 -1.121
H 5.473 -0.739 -2.208
H 4.891 -2.915 -3.255
H 2.539 -3.676 -3.225
H 0.257 -3.446 -2.657
H -4.707 -0.007 -0.859
H -7.088 -0.173 -1.597
H -7.826 -2.132 -2.917
H -6.220 -3.928 -3.456
H -3.839 -3.711 -2.765
N -2.714 0.638 -3.231
N -3.156 1.999 -3.473
C -2.170 2.983 -3.071
O -2.507 4.154 -3.172
O -1.038 2.492 -2.764
H -2.081 0.437 -3.994
H -3.522 0.043 -3.365
H -4.011 2.169 -2.960
Cl 0.670 5.429 -2.189
C 1.405 3.827 -2.123
Cl 0.888 2.911 -0.694
H 2.480 3.950 -2.075
H 1.067 3.258 -2.981
C -0.142 -1.218 -5.563
P 0.624 0.295 -4.901
C 2.380 0.160 -5.332
C -0.055 1.699 -5.834
O 0.455 0.440 -3.436
H -0.280 -1.154 -6.643
H -1.099 -1.398 -5.072
H 0.512 -2.059 -5.326
H 2.535 -0.023 -6.396
H 2.799 -0.654 -4.737
H 2.877 1.085 -5.038
H -0.199 1.468 -6.890
H 0.631 2.540 -5.735
H -1.004 1.988 -5.381
C 5.482 0.419 6.803
C 4.435 0.558 5.730
C 4.731 1.165 4.516
C 3.779 1.289 3.510
C 4.167 1.975 2.220
C 2.485 0.774 3.698
Te 1.069 0.970 1.898
N -0.786 1.207 0.858
C -1.783 2.036 0.713
O -2.447 2.019 -0.375
C -2.269 2.973 1.787
C -1.450 3.464 2.797
C -1.967 4.298 3.777
C -3.309 4.648 3.758
C -4.129 4.173 2.744
C -3.609 3.351 1.758
C 0.521 -1.075 2.108
C -0.778 -1.482 2.439
C -1.874 -0.578 2.938
C -1.102 -2.834 2.331
C -0.186 -3.784 1.920
C -0.576 -5.229 1.756
C 1.113 -3.369 1.663
C 1.484 -2.035 1.757
C 2.927 -1.681 1.519
C 2.167 0.217 4.942
C 0.771 -0.274 5.241
C 3.140 0.102 5.931
H 6.453 0.760 6.444
H 5.581 -0.621 7.119
H 5.222 1.008 7.686
H 5.732 1.551 4.348
H 5.200 2.324 2.258
H 3.516 2.830 2.029
H 4.062 1.294 1.373
H -0.403 3.198 2.814
H -1.317 4.679 4.556
H -3.715 5.288 4.532
H -5.175 4.454 2.719
H -4.223 2.986 0.946
H -1.491 0.357 3.341
H -2.448 -1.090 3.714
H -2.549 -0.340 2.115
H -2.117 -3.140 2.565
H -1.567 -5.415 2.169
H 0.139 -5.886 2.255
H -0.593 -5.496 0.697
H 1.860 -4.100 1.368
H 3.414 -2.425 0.888
H 3.462 -1.620 2.471
H 3.012 -0.711 1.033
H 0.052 0.260 4.624
H 0.520 -0.119 6.291
H 0.674 -1.340 5.018
H 2.876 -0.349 6.883

# 6
29
Properties=species:S:1:pos:R:3 method="wB97M-V/def2-TZVPD" energy_ha=-2729.27535 max_force_ha_per_bohr=0.069 relative_energy_kcal_mol=0.0 e_homo_ev=-7.810 homo_lumo_gap_ev=6.5005
Cl 2.314 -0.216 2.457
C 0.783 0.362 2.084
C 0.484 1.673 2.106
Cl 1.676 2.860 2.444
C -0.863 2.219 1.746
O -1.025 3.383 1.401
C -1.960 1.191 1.670
Cl -3.514 1.797 1.079
C -1.760 -0.122 1.808
Cl -3.069 -1.284 1.880
C -0.303 -0.822 1.794
O -0.249 -1.682 2.741
C 1.953 -1.897 -0.676
Na -3.070 -0.484 -0.601
C 1.172 -2.233 0.395
C -0.081 -1.377 0.436
C 0.147 -0.421 -0.756
C 1.335 -0.812 -1.413
C 1.731 -0.224 -2.616
C 0.849 0.667 -3.233
C -0.354 1.019 -2.619
C -0.677 0.545 -1.330
H 2.885 -2.362 -0.982
H 1.363 -2.975 1.169
H -0.957 -2.021 0.189
H 2.678 -0.529 -3.059
H 1.089 1.059 -4.220
H -1.064 1.681 -3.120
H -1.511 1.005 -0.775

# 7
70
Properties=species:S:1:pos:R:3 method="wB97M-V/def2-TZVPD" energy_ha=-2320.43730 max_force_ha_per_bohr=0.054 e_homo_ev="-13.606 / -13.771" multiplicity=2 homo_lumo_gap_ev="5.6085 / 6.2868" total_charge=+2
Re -0.505 0.488 -0.448
C 0.355 -2.493 2.666
C -0.187 -2.012 3.854
C -0.737 -0.754 3.850
C -0.794 -0.011 2.655
N -0.291 -0.502 1.488
C 0.292 -1.705 1.538
N -1.341 1.210 2.791
C -1.570 2.114 1.911
N -1.340 2.041 0.544
C -1.610 3.293 0.002
N -1.418 3.668 -1.208
C -1.073 2.943 -2.291
C -1.054 3.674 -3.491
C -0.883 3.029 -4.694
C -0.743 1.644 -4.671
C -0.700 0.992 -3.453
N -0.824 1.602 -2.270
C -2.091 4.178 1.053
C -2.480 5.504 1.047
C -2.834 6.072 2.268
C -2.796 5.343 3.451
C -2.415 4.005 3.460
C -2.069 3.437 2.248
H 0.833 -3.457 2.617
H -0.163 -2.611 4.748
H -1.133 -0.297 4.740
H 0.736 -2.067 0.623
H -1.223 4.736 -3.419
H -0.891 3.575 -5.625
H -0.671 1.070 -5.580
H -0.574 -0.078 -3.449
H -2.506 6.071 0.130
H -3.140 7.106 2.298
H -3.063 5.823 4.379
H -2.383 3.429 4.372
C -0.324 -6.958 1.541
C -0.438 -5.765 0.655
C 0.458 -5.541 -0.391
C 0.369 -4.402 -1.171
C -0.632 -3.484 -0.907
C -1.571 -3.707 0.088
C -1.469 -4.847 0.859
S -0.690 -1.969 -1.829
O -0.625 -2.194 -3.234
O -1.804 -1.149 -1.301
N 0.534 -0.962 -1.338
C 1.863 -0.797 -1.494
C 2.775 -1.656 -2.105
C 4.130 -1.333 -2.140
C 4.604 -0.165 -1.588
C 3.718 0.747 -0.978
C 4.133 1.972 -0.420
C 3.197 2.805 0.147
C 1.859 2.420 0.174
N 1.433 1.266 -0.333
C 2.341 0.429 -0.919
H 0.615 -7.485 1.402
H -1.142 -7.644 1.322
H -0.415 -6.673 2.588
H 1.229 -6.263 -0.601
H 1.047 -4.230 -1.993
H -2.364 -2.992 0.245
H -2.205 -5.037 1.624
H 2.421 -2.563 -2.567
H 4.819 -2.015 -2.612
H 5.653 0.077 -1.613
H 5.177 2.241 -0.447
H 3.475 3.752 0.577
H 1.113 3.063 0.624

# 8
16
Properties=species:S:1:pos:R:3 method="wB97M-V/def2-TZVPD" energy_ha=-159.53834 max_force_ha_per_bohr=0.117 relative_energy_kcal_mol=29.3 e_homo_ev=-11.020 smiles=CC.CC homo_lumo_gap_ev=12.1653
C 1.676 0.340 -0.127
C 2.895 -0.009 0.645
H 1.477 1.460 -0.123
H 1.860 0.253 -1.165
H 0.853 0.012 0.441
H 2.735 -0.944 1.261
H 3.209 0.863 1.347
H 3.697 -0.135 -0.002
C -2.271 0.463 0.011
C -2.395 -0.900 -0.607
H -2.623 1.266 -0.736
H -2.904 0.622 0.815
H -1.263 0.681 0.335
H -3.270 -1.189 -1.019
H -1.510 -1.190 -1.337
H -2.167 -1.594 0.262